1.
C23H23FN5O3STl as an isolated structure, computed with wB97M-V/def2-TZVPD.

Its net charge is +2. For the HOMO energy, the calculation gives -13.64 eV. For the orbital gap, the calculation gives 6.82 eV. The calculation puts the total energy at -2059.8447 hartree. The relative energy (zero: lowest compared OMol25 entry of this formula, charge and spin) is 0.0 kJ/mol.

Last column: Mulliken charge in e.
Element x y z (Å)
Tl  -0.785  1.973  0.952  1.336
C  3.224  -3.493  -2.317  -1.895
C  1.734  -3.771  -2.390  0.560
C  1.289  -4.113  -3.801  -0.921
C  -0.178  -4.501  -3.809  -0.956
C  -1.013  -3.429  -3.165  0.941
C  -2.348  -3.301  -3.467  -0.660
C  -3.116  -2.298  -2.878  0.037
F  -4.406  -2.219  -3.203  -0.329
C  -2.586  -1.401  -1.998  -1.066
C  -1.223  -1.502  -1.679  0.363
C  -0.639  -0.548  -0.762  1.925
O  -1.448  0.311  -0.231  -1.085
C  0.734  -0.666  -0.497  -0.040
C  1.426  -1.729  -1.068  -0.559
N  0.908  -2.614  -1.897  0.229
C  -0.442  -2.520  -2.250  -0.651
C  1.576  0.190  0.409  0.155
O  2.594  -0.257  0.883  -0.607
O  1.213  1.444  0.649  -0.631
H  3.741  -4.321  -2.799  0.437
H  3.604  -3.435  -1.298  0.542
H  3.486  -2.579  -2.853  0.402
H  1.485  -4.607  -1.730  0.163
H  1.902  -4.937  -4.162  0.363
H  1.471  -3.257  -4.457  0.337
H  -0.311  -5.439  -3.262  0.338
H  -0.533  -4.678  -4.823  0.483
H  -2.818  -3.975  -4.173  0.543
H  -3.196  -0.627  -1.560  0.601
H  2.466  -1.842  -0.806  0.618
S  -2.347  3.862  0.768  -0.348
C  -1.099  4.920  0.245  0.278
N  -1.414  6.193  -0.092  -0.026
C  -0.479  7.069  -0.521  -0.018
C  0.820  6.663  -0.614  -0.809
C  1.096  5.344  -0.245  0.059
N  0.159  4.499  0.167  -0.161
H  -2.377  6.501  -0.012  0.272
H  -0.828  8.062  -0.769  0.432
H  1.594  7.334  -0.955  0.427
H  2.107  4.954  -0.280  0.485
C  1.837  -0.278  5.346  -1.239
C  0.635  0.283  4.670  0.835
C  -0.682  0.391  5.090  -1.049
C  -1.381  0.989  4.046  0.667
N  -0.535  1.235  3.037  -0.324
N  0.687  0.800  3.436  0.261
C  -2.826  1.343  3.943  -1.275
H  1.611  -0.491  6.388  0.360
H  2.671  0.422  5.308  0.347
H  2.149  -1.205  4.865  0.310
H  -1.080  0.077  6.040  0.411
H  1.480  0.876  2.809  0.201
H  -3.339  1.117  4.874  0.351
H  -3.314  0.772  3.150  0.299
H  -2.956  2.408  3.744  0.280

---

2.
The molecule C23H23N3O at a distorted geometry, computed with wB97M-V/def2-TZVPD.

For the HOMO energy, the calculation gives -7.68 eV. For the orbital gap, the calculation gives 7.09 eV. The calculation puts the total energy at -1129.6309 hartree. Its SMILES is O=NC1=C(Cc2cn(Cc3ccccc3)c3ccccc23)N2CCC1CC2. The relative energy (zero: lowest compared OMol25 entry of this formula, charge and spin) is 430.5 kJ/mol.

Last column: natural (NBO) charge in e.
Element x y z (Å)
O  -2.962  -3.261  -1.190  -0.334
N  -2.844  -2.087  -0.810  0.082
C  -2.285  -1.948  0.447  -0.013
C  -2.139  -0.701  1.066  0.362
C  -2.640  0.601  0.438  -0.485
C  -1.495  1.323  -0.305  -0.080
C  -1.046  1.005  -1.562  -0.016
N  0.079  1.775  -1.886  -0.373
C  0.914  1.540  -3.081  -0.223
C  1.962  0.535  -2.695  -0.048
C  3.298  0.944  -2.672  -0.209
C  4.317  0.010  -2.431  -0.208
C  4.006  -1.341  -2.199  -0.215
C  2.618  -1.760  -2.240  -0.221
C  1.610  -0.816  -2.450  -0.168
C  0.310  2.645  -0.830  0.199
C  1.300  3.585  -0.608  -0.257
C  1.361  4.250  0.617  -0.211
C  0.450  4.015  1.607  -0.246
C  -0.547  3.051  1.414  -0.173
C  -0.596  2.364  0.171  -0.111
N  -1.556  -0.753  2.354  -0.509
C  -0.162  -1.240  2.270  -0.219
C  -0.218  -2.617  1.592  -0.430
C  -1.650  -3.061  1.302  -0.251
C  -2.463  -2.968  2.646  -0.426
C  -2.330  -1.604  3.293  -0.216
H  -3.399  0.400  -0.305  0.248
H  -3.135  1.263  1.182  0.234
H  -1.442  0.220  -2.206  0.223
H  1.398  2.489  -3.385  0.214
H  0.312  1.190  -3.924  0.222
H  3.587  1.981  -2.842  0.212
H  5.373  0.293  -2.429  0.215
H  4.836  -2.053  -2.054  0.218
H  2.384  -2.812  -2.060  0.217
H  0.555  -1.173  -2.482  0.214
H  1.976  3.868  -1.368  0.206
H  2.131  5.003  0.759  0.211
H  0.530  4.590  2.509  0.213
H  -1.311  2.799  2.163  0.216
H  0.357  -1.291  3.238  0.210
H  0.431  -0.554  1.657  0.215
H  0.247  -3.390  2.235  0.205
H  0.372  -2.576  0.697  0.214
H  -1.694  -4.054  0.826  0.251
H  -3.515  -3.215  2.431  0.216
H  -2.059  -3.662  3.375  0.207
H  -1.915  -1.629  4.311  0.212
H  -3.309  -1.171  3.412  0.203